Below is a 13-piece molecular cluster, C62H123O36P5 overall, with properties calculated with ωB97M-V/def2-TZVPD.

## Properties
HOMO level, eV: -9.402
Orbital gap, eV: 9.651
2S+1: 1

Structure (XYZ):
```
226
Properties=species:S:1:pos:R:3:forces:R:3:lowdin_charge:R:1
C 4.865309 2.732337 1.122981 -1.44 0.55 -0.89 -0.0573
C 5.404739 2.412237 -0.293188 -1.23 0.64 0.68 -0.1854
O 4.331626 2.398517 -1.304957 -0.12 -0.43 0.47 -0.2127
P 3.404583 1.085092 -1.369849 0.18 0.88 0.76 0.4331
O 2.851434 0.656229 -0.058231 0.33 -0.03 -1.51 -0.2189
O 2.381808 1.625115 -2.475846 -0.11 -0.38 0.43 -0.1986
C 1.219752 0.733775 -2.663201 1.54 -0.23 0.70 -0.2368
C 0.122785 1.503522 -3.320288 -1.34 -1.25 0.55 -0.0590
O 4.245948 -0.057539 -2.102487 -0.24 0.42 0.42 -0.1740
C 5.098717 0.312571 -3.212185 0.84 -0.53 -0.16 -0.2513
C 4.473042 -0.142329 -4.511085 0.04 -0.68 -0.93 -0.0687
H 4.408974 3.764770 1.102038 0.57 -0.94 -0.02 0.0792
H 4.058346 2.050292 1.420648 0.38 0.04 -0.21 0.0362
H 5.609012 2.705625 1.896429 0.69 -0.01 0.13 0.0710
H 6.042300 3.243763 -0.557076 0.29 -0.06 -0.49 0.0956
H 5.897115 1.466808 -0.398377 0.61 -0.47 0.33 0.1097
H 1.575967 -0.106577 -3.237424 0.01 -0.16 -0.98 0.1060
H 1.108126 0.222894 -1.696992 -1.20 0.70 0.07 0.0943
H 0.369596 1.811719 -4.318999 0.27 0.14 -0.44 0.0837
H -0.764919 0.835470 -3.374566 0.57 0.29 -0.24 0.0749
H -0.246436 2.341896 -2.750675 0.20 0.40 0.32 0.0528
H 5.286046 1.383211 -3.166123 0.06 0.01 -0.17 0.1047
H 6.034023 -0.242262 -3.030518 -0.24 0.41 -0.05 0.1289
H 3.464265 0.235261 -4.533228 -0.46 0.19 -0.20 0.0478
H 4.958931 0.150249 -5.489730 -0.14 -0.04 1.40 0.1011
H 4.406534 -1.247579 -4.518302 0.03 0.50 0.03 0.0865
C 1.308333 3.423916 1.248306 1.50 -1.07 -1.06 -0.0421
C 0.223719 2.805967 0.385739 -0.15 -0.20 0.92 -0.1766
O -0.418445 1.721329 1.191138 0.94 0.93 -0.43 -0.1806
P -1.470270 0.743635 0.573042 1.20 -0.79 0.34 0.2813
O -2.398366 0.267549 1.586968 -1.41 0.11 0.93 -0.2142
O -1.917353 1.534299 -0.669207 -1.63 0.01 -1.83 -0.1740
C -3.035186 1.078233 -1.562636 1.40 -0.86 0.05 -0.1971
C -4.129719 2.081876 -1.488618 -0.88 0.45 0.33 -0.0562
O -0.714518 -0.504384 -0.045317 1.11 -1.13 0.82 -0.1908
C -0.248735 -1.488920 1.012207 0.81 -0.29 -1.07 -0.1717
C 0.789744 -2.470852 0.438020 0.71 1.41 -0.46 -0.0447
H 2.034691 2.641099 1.486896 0.13 0.22 -0.15 0.0546
H 1.817874 4.221704 0.666144 -0.25 -0.47 0.34 0.0694
H 1.009930 3.825679 2.197750 -0.80 0.31 0.27 0.0771
H -0.493542 3.600390 0.338660 -0.81 -0.06 -0.79 0.0757
H 0.529459 2.418385 -0.628866 -0.10 0.43 1.32 0.1174
H -2.589792 0.911476 -2.563136 -0.23 0.91 0.43 0.0917
H -3.318552 0.050520 -1.324528 -0.23 0.14 0.70 0.1082
H -3.662797 3.089960 -1.475427 -0.56 -0.60 -0.13 0.0740
H -4.768312 1.956520 -2.381155 0.23 0.30 0.32 0.0860
H -4.788902 1.979480 -0.572185 0.95 0.05 -0.95 0.0959
H 0.220835 -0.990296 1.851732 -0.14 0.54 -0.04 0.0952
H -1.119689 -2.018625 1.354652 -0.42 -0.06 0.08 0.0859
H 1.201461 -3.145475 1.183866 -0.53 -0.19 0.25 0.0637
H 0.379412 -3.014077 -0.402638 -0.05 -0.33 -0.16 0.0522
H 1.722923 -1.950561 0.107328 -0.91 -0.03 -0.06 0.0740
C 1.041296 -11.826355 1.684254 0.09 -0.55 -0.18 -0.0752
C 1.468504 -10.647888 0.811574 -1.09 -1.06 -1.55 -0.2778
O 1.166936 -9.452831 1.480731 -0.28 0.22 0.42 -0.1682
P 1.357430 -7.973909 0.959341 2.09 -0.32 -1.10 0.3570
O 2.567051 -7.764687 0.114045 -1.14 -0.51 0.22 -0.2412
O -0.007124 -7.549068 0.301976 -0.50 0.21 -0.17 -0.1675
C -0.134183 -7.199467 -1.097720 -0.73 -0.80 -0.39 -0.2270
C -1.214793 -6.116596 -1.268304 0.92 0.08 1.48 -0.0602
O 1.367490 -7.208357 2.288410 -0.60 1.18 0.66 -0.1721
C 2.534133 -6.973222 3.115828 -0.04 -0.24 -0.05 -0.2305
C 2.515735 -7.996367 4.237481 -0.36 -0.14 0.62 -0.0625
H 1.444236 -11.776566 2.690122 0.06 0.37 0.18 0.0721
H -0.030039 -12.046965 1.761867 0.10 0.66 -0.13 0.0785
H 1.458033 -12.743627 1.277007 0.21 -0.10 -0.29 0.0692
H 2.520877 -10.721886 0.549458 0.25 0.22 0.31 0.1137
H 0.934811 -10.699411 -0.196935 0.40 0.13 1.20 0.1373
H 0.864642 -6.949089 -1.468318 -0.28 0.33 -0.02 0.1052
H -0.460361 -8.118879 -1.637291 0.24 0.51 0.34 0.1254
H -0.948788 -5.249308 -0.613094 -0.09 -0.23 -1.07 0.0794
H -1.432019 -5.930716 -2.302424 0.60 0.65 -0.67 0.0643
H -2.192743 -6.394729 -0.924496 -0.36 -0.77 0.63 0.0724
H 3.420415 -6.957754 2.475025 -0.06 -0.56 0.10 0.0832
H 2.478564 -5.952619 3.466742 -0.49 0.11 0.28 0.1058
H 3.092716 -7.635860 5.099663 0.26 -0.20 -0.35 0.0780
H 1.495258 -8.134292 4.669538 0.60 0.31 -0.69 0.0892
H 2.865695 -8.983284 3.899479 0.04 0.34 0.17 0.0740
C 7.389589 5.113130 -3.102037 0.91 1.34 -0.20 -0.0690
C 6.895488 5.923281 -1.904636 -0.50 -0.03 0.19 -0.2347
O 5.451871 6.071202 -2.021232 -0.09 -0.45 -0.13 -0.1932
P 4.582637 7.103945 -1.187172 1.38 0.19 0.12 0.3009
O 5.124329 8.448499 -1.118991 0.32 0.78 0.17 -0.2159
O 3.200733 7.048210 -1.885605 -1.58 -1.65 -0.55 -0.1460
C 2.500576 5.734832 -1.755117 0.47 -0.21 0.03 -0.2272
C 1.986453 5.163365 -3.068124 0.54 -0.34 0.38 -0.0509
O 4.421999 6.378773 0.213707 -0.11 0.02 0.49 -0.2077
C 4.028461 7.070896 1.429578 0.53 -0.86 1.04 -0.2244
C 2.541129 7.329448 1.521849 -0.06 -1.28 0.00 -0.0623
H 6.989737 4.114197 -3.153684 -0.36 -0.24 0.04 0.0583
H 7.179386 5.684563 -4.017321 -0.24 -0.38 0.14 0.0824
H 8.497142 5.039497 -3.091813 -0.55 -0.02 0.30 0.0863
H 7.078950 5.367603 -0.973033 0.14 0.37 -0.11 0.1094
H 7.305705 6.950563 -1.856058 0.09 -0.68 -0.02 0.1247
H 3.172625 5.001080 -1.284263 -0.03 0.27 -0.32 0.0940
H 1.716174 5.891143 -1.036494 -0.55 0.26 0.18 0.0896
H 1.309718 5.847624 -3.558293 -0.53 0.05 -0.03 0.0635
H 2.830223 5.044207 -3.752439 -0.03 -0.24 0.07 0.0835
H 1.534178 4.147676 -2.859533 0.39 1.17 -0.30 0.0801
H 4.376863 6.365324 2.238261 -0.54 0.67 -0.75 0.1309
H 4.604351 7.984081 1.577093 0.06 0.06 -0.44 0.1136
H 2.167421 7.999045 0.798300 -0.10 1.00 -1.07 0.0663
H 1.959374 6.417656 1.383541 0.15 -0.23 0.02 0.0599
H 2.223403 7.715079 2.468902 0.23 0.29 0.76 0.0767
C 6.435195 -6.796538 2.898096 0.56 0.27 1.88 -0.0792
C 5.987717 -5.476852 3.514581 -1.66 -0.31 -0.21 -0.2379
O 4.935607 -4.845040 2.687367 1.16 0.63 -0.48 -0.2360
P 5.424893 -3.812201 1.517855 -1.05 0.19 1.07 0.3920
O 6.814908 -4.041614 1.098883 -0.39 0.20 0.12 -0.2330
O 4.266778 -3.992545 0.459386 0.37 0.51 0.53 -0.2030
C 4.014948 -5.293197 -0.120178 0.88 1.03 -0.67 -0.2353
C 4.612548 -5.231029 -1.549759 -0.12 0.13 0.67 -0.0461
O 5.126228 -2.346758 2.062331 0.10 0.19 0.00 -0.1907
C 3.817322 -1.713611 2.435529 -0.14 -2.33 -1.55 -0.2223
C 4.093002 -0.538558 3.241688 1.16 1.12 2.75 -0.0881
H 7.095515 -7.200528 3.713305 -0.26 -0.07 -1.00 0.0947
H 5.645734 -7.519998 2.721533 -0.21 0.11 -0.03 0.0632
H 6.998547 -6.588777 2.009217 0.32 -0.12 -0.46 0.0627
H 5.428848 -5.644238 4.474522 0.95 0.25 -0.66 0.1270
H 6.860638 -4.817683 3.596813 -0.42 -0.02 0.25 0.1126
H 4.434910 -6.051609 0.556697 -0.11 -0.01 -0.68 0.0995
H 2.950980 -5.339688 -0.079146 -0.69 -0.51 -0.31 0.0874
H 4.280136 -6.068861 -2.139048 0.07 -0.52 -0.17 0.0622
H 4.350138 -4.319101 -2.118086 -0.26 -0.26 0.66 0.0773
H 5.699280 -5.208164 -1.460240 0.01 -0.24 -0.08 0.0720
H 3.350813 -1.379411 1.500413 -0.04 -0.56 0.11 0.0890
H 3.257277 -2.533488 2.953234 0.08 1.00 -0.44 0.1316
H 3.297829 0.192147 3.431073 -0.35 -0.66 -0.35 0.0814
H 4.470314 -0.853850 4.236190 -0.31 0.16 -0.27 0.0943
H 4.912326 0.047205 2.861024 0.37 0.13 -0.67 0.0660
O 0.564429 -1.728912 4.165037 -0.02 0.20 -0.03 0.1094
C 0.000154 -0.720239 4.494612 0.81 -0.42 0.50 -0.4819
O 0.609946 0.490427 4.458598 -0.21 -0.46 -0.27 0.0182
C -0.364415 1.528013 4.715732 0.81 -0.17 0.24 -0.1271
C -1.453911 0.834087 5.521104 -0.50 0.29 0.50 -0.1303
C -1.413922 -0.557822 4.960578 0.40 -0.49 -0.73 -0.0796
H -0.782559 1.804241 3.764870 0.06 0.48 -0.52 0.0838
H 0.270763 2.321613 5.158216 -1.03 -0.17 -0.03 0.1436
H -2.458771 1.265102 5.411688 0.45 0.20 0.11 0.1092
H -1.183946 0.781829 6.569323 -0.07 0.19 0.31 0.1198
H -1.898395 -0.656523 4.003805 -0.87 0.33 -0.60 0.1023
H -1.789591 -1.385076 5.545712 0.20 -0.05 0.42 0.1378
O -5.376572 4.339179 -3.904342 -1.74 0.83 0.13 0.0717
C -6.491211 4.764271 -3.596153 2.67 -1.40 -0.22 -0.4763
O -6.844985 6.024401 -3.789784 -1.18 0.51 0.24 0.0397
C -8.237224 6.216922 -3.308443 0.67 -0.83 0.03 -0.0777
C -8.462675 5.034269 -2.316541 -0.38 0.52 -0.80 -0.1305
C -7.542766 3.981917 -2.867205 0.87 0.03 0.83 -0.0836
H -8.867138 6.266835 -4.202104 -0.06 -0.44 0.25 0.1268
H -8.284117 7.170038 -2.838295 0.15 0.74 0.40 0.1072
H -9.455435 4.640901 -2.342815 -0.91 0.18 -0.02 0.1042
H -8.247617 5.279138 -1.274376 0.25 0.23 -0.27 0.1212
H -8.001739 3.252127 -3.508385 -0.29 -0.21 -0.44 0.1304
H -7.051518 3.443713 -2.059315 0.16 -0.19 -0.11 0.1223
O -3.966630 1.040240 -5.428159 0.85 1.23 0.06 0.0931
C -3.444300 2.133584 -5.548377 -1.46 -0.64 -0.44 -0.4870
O -2.576613 2.638044 -4.675922 0.50 -0.35 0.91 0.0001
C -2.118758 3.947549 -5.052347 -0.30 -0.47 -1.20 -0.1283
C -2.367972 4.004645 -6.586704 -0.43 -0.49 1.29 -0.1111
C -3.659452 3.159050 -6.645894 0.28 0.34 -0.63 -0.0667
H -1.107568 4.036897 -4.693605 0.44 0.06 -0.11 0.1083
H -2.746966 4.684100 -4.584396 -0.34 0.30 0.43 0.1057
H -1.565944 3.591188 -7.183278 0.21 -0.28 0.03 0.1124
H -2.510800 5.019308 -6.870153 -0.19 0.82 -0.41 0.1007
H -3.825501 2.682239 -7.603972 0.06 -0.23 -0.10 0.1189
H -4.552344 3.780322 -6.466853 0.33 -0.31 0.38 0.1261
O -5.046077 -2.829755 5.018889 -0.03 -0.16 -0.25 0.1110
C -5.290681 -2.454402 3.906417 0.19 -0.47 -0.33 -0.4920
O -5.413299 -3.277911 2.834199 0.09 -0.02 1.11 0.0176
C -5.575252 -2.517797 1.641714 -0.05 -0.32 -0.76 -0.1439
C -5.893892 -1.068453 2.012726 -0.16 0.44 -0.38 -0.1373
C -5.536379 -1.046068 3.467337 0.23 0.51 1.40 -0.0940
H -6.363245 -3.022670 1.092406 0.11 0.07 -0.37 0.1292
H -4.614850 -2.569460 1.112460 -0.40 -0.05 -0.16 0.1108
H -6.941488 -0.736214 1.939369 0.30 -0.52 -0.55 0.1188
H -5.251773 -0.432998 1.372633 -0.44 -0.02 0.59 0.1072
H -6.317060 -0.743132 4.184975 0.19 0.47 -0.55 0.1396
H -4.632098 -0.483646 3.675850 0.13 0.20 0.16 0.1113
O 0.199737 -5.823444 4.694872 -1.41 0.64 -0.72 0.0939
C -0.767184 -5.427023 4.064955 1.98 -0.51 -0.12 -0.4416
O -2.006599 -5.829550 4.333744 0.19 -0.43 1.03 0.0498
C -2.996753 -5.109353 3.638645 0.28 1.15 -0.15 -0.1375
C -2.234146 -4.102102 2.731316 -0.19 0.50 -0.07 -0.1183
C -0.754716 -4.520686 2.818518 -0.12 -0.07 1.18 -0.0565
H -3.712482 -4.685210 4.337176 0.32 0.34 0.19 0.1022
H -3.565109 -5.790949 3.060372 -0.39 -0.83 -0.80 0.1129
H -2.329212 -3.044615 3.014548 -0.19 -0.31 0.38 0.0986
H -2.714538 -4.168614 1.759735 0.42 0.01 -0.43 0.0990
H 0.032980 -3.758283 2.962915 -0.88 -0.03 0.09 0.0977
H -0.403512 -5.118044 1.996396 -0.05 -0.57 -0.43 0.0960
O -4.057722 -3.753636 -1.249851 1.27 0.19 -0.97 0.0945
C -3.385061 -3.483928 -2.225786 -1.00 0.55 0.61 -0.4526
O -3.824328 -3.795218 -3.472308 0.33 -0.01 0.04 0.0228
C -2.833370 -3.376147 -4.438688 0.17 -0.23 0.00 -0.1471
C -2.214201 -2.130959 -3.810255 0.58 -0.65 -0.04 -0.1325
C -2.122890 -2.609313 -2.355403 -0.12 0.02 -0.01 -0.0671
H -3.290629 -3.201858 -5.390244 -0.69 0.29 -0.35 0.1178
H -2.198033 -4.238318 -4.601668 0.70 0.00 0.18 0.1193
H -2.962901 -1.377979 -3.933490 -0.52 0.77 0.17 0.0962
H -1.293480 -1.714985 -4.272568 -0.40 -0.70 0.34 0.1285
H -2.115045 -1.832552 -1.601484 -0.14 0.12 0.13 0.0885
H -1.208115 -3.180812 -2.189039 -0.11 -0.27 -0.05 0.1087
O -5.417073 4.389814 0.577819 0.82 -0.54 0.69 0.0789
C -4.667939 4.088438 1.490033 -0.46 0.59 -1.50 -0.4777
O -3.342660 3.889595 1.314885 -0.92 -0.33 -0.42 0.0299
C -2.726445 3.696175 2.579151 0.97 0.16 1.24 -0.1509
C -3.825881 3.378312 3.600006 0.29 -0.63 -0.45 -0.1229
C -4.992703 4.063338 2.933421 -0.95 0.05 0.91 -0.0790
H -2.184315 4.612988 2.795704 0.01 0.20 0.19 0.1242
H -2.012610 2.890639 2.545176 0.16 -0.22 -0.49 0.0802
H -3.609521 3.672057 4.629932 0.05 0.24 -0.29 0.1225
H -3.951476 2.275730 3.603663 -0.19 0.54 -0.03 0.1131
H -5.098371 5.129398 3.175511 0.13 -0.13 0.30 0.1478
H -5.955369 3.599274 3.137314 -0.06 0.05 -0.19 0.1318
O -1.759315 6.657869 1.465895 0.19 0.87 2.34 0.1441
C -2.065682 6.341014 0.381459 0.77 -1.63 -1.80 -0.4907
O -1.204055 5.517201 -0.334318 -1.03 0.60 -0.52 -0.0335
C -1.599088 5.532503 -1.739078 0.68 1.65 0.51 -0.1145
C -3.068152 5.981576 -1.751681 -1.05 -2.20 0.36 -0.1379
C -3.290023 6.638420 -0.415502 0.14 0.42 0.11 -0.0685
H -1.296726 4.585988 -2.168058 -0.45 -0.27 -0.10 0.1036
H -0.968869 6.326824 -2.164728 -0.06 -0.28 -0.32 0.1238
H -3.718351 5.105969 -1.793405 0.16 -0.28 0.10 0.0834
H -3.489012 6.549731 -2.555022 0.66 0.66 -0.76 0.1116
H -4.163026 6.301352 0.156795 0.18 0.15 -0.39 0.1168
H -3.330347 7.703278 -0.568406 -0.18 0.62 0.36 0.1295
```
Forces are in eV/Å.